Formula: C4H7NO
Source: OMol25
Level of theory: the ωB97M-V functional and the def2-TZVPD basis

Structure (XYZ):
```
13
Properties=species:S:1:pos:R:3:forces:R:3:nbo_charge:R:1
C -1.675 0.374 0.073 -0.189 0.038 0.058 -0.419
N -0.384 0.132 -0.534 -0.059 0.067 -0.010 -0.416
C 0.272 -1.209 -0.440 -0.232 -0.436 -0.242 -0.205
C 1.508 -0.502 0.055 0.043 -0.134 -0.237 -0.463
C 0.786 0.632 0.017 -0.021 -0.354 0.095 0.476
O 0.986 1.894 0.411 0.598 -0.205 0.118 -0.648
H -1.754 -0.032 1.093 0.030 0.052 -0.087 0.175
H -1.854 1.452 0.109 -0.003 -0.161 -0.007 0.214
H -2.447 -0.085 -0.553 0.049 0.085 0.131 0.204
H 0.338 -1.715 -1.404 -0.075 -0.014 0.004 0.191
H -0.228 -1.845 0.300 0.029 0.068 -0.137 0.186
H 1.844 1.760 0.851 -0.214 0.939 0.075 0.491
H 2.551 -0.758 0.007 0.044 0.054 0.241 0.216
```
Positions in Å, forces in eV/Å.

Properties
total charge = 0
relative energy (zero: lowest compared OMol25 entry of this formula, charge and spin) = 60.4 kcal per mole
DFT total energy = -7797.02666 eV
E_LUMO = 0.909 eV

***

Formula: C4H7NO
Source: OMol25
Level of theory: the ωB97M-V functional and the def2-TZVPD basis

Structure (XYZ):
```
13
Properties=species:S:1:pos:R:3:forces:R:3:nbo_charge:R:1
H -0.916 -1.505 -1.948 -0.230 -0.100 0.078 0.348
N -0.813 -1.596 -0.935 -0.492 0.345 0.124 -0.682
C -1.009 -0.469 -0.398 0.344 -0.463 0.058 0.577
O -1.336 0.673 -1.077 0.431 0.246 -0.079 -0.709
C -0.588 -0.126 1.007 0.015 -0.076 0.083 -0.531
C 0.679 0.688 0.720 0.528 -0.218 0.187 -0.246
C 1.612 0.133 -0.050 0.066 0.133 0.246 -0.357
H -0.652 1.295 -0.731 -0.880 0.016 -0.629 0.486
H -1.363 0.459 1.514 0.227 -0.081 -0.083 0.230
H -0.354 -1.015 1.593 -0.095 0.032 -0.100 0.245
H 0.773 1.711 1.082 -0.070 -0.123 -0.047 0.215
H 2.473 0.663 -0.437 0.062 0.042 0.290 0.206
H 1.493 -0.910 -0.341 0.095 0.248 -0.127 0.217
```
Positions in Å, forces in eV/Å.

Properties
total charge = 0
relative energy (zero: lowest compared OMol25 entry of this formula, charge and spin) = 43.5 kcal per mole
structure (SMILES) = [H]/N=C(\O)CC=C
DFT total energy = -7797.75690 eV
E_LUMO = 0.923 eV

***

Formula: C4H7NO
Source: OMol25
Level of theory: the ωB97M-V functional and the def2-TZVPD basis

Structure (XYZ):
```
13
Properties=species:S:1:pos:R:3:forces:R:3:nbo_charge:R:1
C 1.012 -1.029 0.596 -1.231 -0.373 1.666 0.014
N 1.670 0.030 0.794 1.272 0.673 -0.568 -0.096
O 1.261 1.263 0.266 0.243 -0.280 0.126 -0.381
C -0.124 1.433 -0.053 0.295 -0.474 0.533 -0.098
C -0.593 0.199 -0.793 -1.781 -1.336 0.049 -0.438
C -0.408 -1.061 0.126 0.174 -0.938 -1.783 -0.470
H 1.440 -1.924 1.086 -0.043 0.556 -0.457 0.198
H -0.209 2.352 -0.608 0.283 0.186 -0.589 0.201
H -0.600 1.679 0.901 -0.587 -0.632 -0.029 0.178
H -0.061 0.076 -1.771 -0.208 0.103 1.006 0.222
H -1.683 0.159 -1.030 0.717 0.751 0.014 0.218
H -1.142 -1.160 0.969 0.715 0.489 -0.614 0.230
H -0.564 -2.018 -0.483 0.151 1.274 0.647 0.221
```
Positions in Å, forces in eV/Å.

Properties
total charge = 0
relative energy (zero: lowest compared OMol25 entry of this formula, charge and spin) = 69.2 kcal per mole
structure (SMILES) = C1=NOCCC1
DFT total energy = -7796.64265 eV
E_LUMO = 0.906 eV

***

Formula: C4H7NO
Source: OMol25
Level of theory: the ωB97M-V functional and the def2-TZVPD basis

Structure (XYZ):
```
13
Properties=species:S:1:pos:R:3:forces:R:3:nbo_charge:R:1
O 1.267 -0.407 1.493 0.191 -0.328 -0.165 -0.694
C 0.415 -0.163 0.432 -0.107 0.171 -0.078 0.188
C -0.408 -1.247 -0.283 -0.947 0.793 0.058 -0.397
N -0.824 0.444 -0.909 -0.281 0.375 0.253 -0.324
C -0.819 0.730 0.558 -0.115 0.438 0.534 -0.241
C 0.677 0.562 -0.882 0.118 0.268 -0.244 -0.282
H 1.884 -1.107 1.238 -0.061 0.109 0.080 0.476
H -0.772 -0.947 -1.312 1.060 -2.039 -0.628 0.324
H -1.214 -1.629 0.360 0.019 0.081 -0.277 0.176
H -0.696 1.805 0.725 0.093 0.015 0.314 0.177
H -1.694 0.332 1.083 0.250 0.139 0.001 0.193
H 1.212 0.012 -1.667 -0.236 0.114 0.119 0.200
H 0.973 1.614 -0.836 0.017 -0.137 0.033 0.202
```
Positions in Å, forces in eV/Å.

Properties
total charge = 0
relative energy (zero: lowest compared OMol25 entry of this formula, charge and spin) = 147.9 kcal per mole
DFT total energy = -7793.23056 eV
E_LUMO = 0.631 eV

***

Formula: C4H7NO
Source: OMol25
Level of theory: the ωB97M-V functional and the def2-TZVPD basis

Structure (XYZ):
```
13
Properties=species:S:1:pos:R:3:forces:R:3:nbo_charge:R:1
C -1.114 -0.462 1.187 0.023 0.098 0.002 -0.625
C -0.363 -0.759 -0.083 -0.025 -0.205 0.160 -0.027
N -0.500 0.072 -1.250 -0.133 -0.175 -0.269 -0.560
C 0.805 0.025 -0.612 0.196 0.101 -0.103 -0.223
C 1.292 1.385 -0.207 -0.211 0.268 0.033 0.416
O 0.662 2.396 -0.396 0.341 -0.336 0.326 -0.493
H -1.092 0.602 1.435 -0.004 -0.091 -0.086 0.227
H -0.657 -1.030 2.006 -0.110 0.150 -0.079 0.213
H -2.159 -0.776 1.097 0.143 0.055 -0.008 0.218
H -0.262 -1.828 -0.290 0.047 0.130 0.161 0.185
H -0.548 -0.433 -2.126 0.035 -0.142 0.097 0.361
H 1.612 -0.625 -0.963 -0.178 0.229 -0.281 0.201
H 2.324 1.434 0.202 -0.123 -0.083 0.047 0.108
```
Positions in Å, forces in eV/Å.

Properties
total charge = 0
relative energy (zero: lowest compared OMol25 entry of this formula, charge and spin) = 51.3 kcal per mole
structure (SMILES) = C[C@H]1N[C@H]1C=O
DFT total energy = -7797.42196 eV
E_LUMO = 0.859 eV

***

Formula: C4H7NO
Source: OMol25
Level of theory: the ωB97M-V functional and the def2-TZVPD basis

Structure (XYZ):
```
13
Properties=species:S:1:pos:R:3:forces:R:3:nbo_charge:R:1
C 1.927 -0.136 0.353 0.123 0.026 0.013 -0.601
C 0.459 -0.397 -0.005 -0.099 0.048 0.058 -0.516
C 0.009 0.601 -1.036 -0.207 0.192 0.004 0.469
O -0.854 1.438 -0.887 0.373 -0.321 -0.042 -0.552
H 2.552 -0.089 -0.546 -0.084 -0.015 0.123 0.208
H 2.034 0.812 0.891 -0.018 -0.142 -0.095 0.215
H 2.320 -0.934 0.988 -0.076 0.100 -0.071 0.224
H 0.355 -1.400 -0.440 0.011 0.145 0.023 0.231
H -0.184 -0.338 0.878 0.072 0.001 -0.139 0.229
H 0.554 0.550 -2.002 0.008 0.021 0.047 0.109
C -3.048 0.041 0.507 -0.422 -0.910 0.426 0.060
N -3.496 -0.933 0.935 0.409 0.980 -0.420 -0.335
H -2.564 0.915 0.102 -0.091 -0.125 0.073 0.259
```
Positions in Å, forces in eV/Å.

Properties
total charge = 0
relative energy (zero: lowest compared OMol25 entry of this formula, charge and spin) = 38.3 kcal per mole
structure (SMILES) = CCC=O.C#N
DFT total energy = -7797.98223 eV
E_LUMO = 0.694 eV

***

Formula: C4H7NO
Source: OMol25
Level of theory: the ωB97M-V functional and the def2-TZVPD basis

Structure (XYZ):
```
13
Properties=species:S:1:pos:R:3:forces:R:3:nbo_charge:R:1
C -1.176 -0.494 -0.850 -0.032 -0.017 0.006 -0.607
C 0.025 0.005 -0.077 -0.120 0.089 -0.092 -0.054
C 0.244 1.487 -0.122 0.321 0.095 -0.068 0.435
O 1.295 2.000 -0.428 -0.363 -0.208 0.256 -0.522
C 0.498 -0.644 1.175 -0.075 -0.039 0.303 -0.236
N 1.213 -0.829 -0.083 0.185 0.051 -0.131 -0.570
H -1.098 -0.188 -1.899 -0.036 -0.057 0.129 0.219
H -1.204 -1.586 -0.822 0.008 0.161 0.053 0.233
H -2.116 -0.105 -0.443 0.151 -0.029 -0.040 0.214
H -0.626 2.109 0.169 -0.004 -0.024 -0.158 0.117
H 0.937 -0.009 1.943 -0.022 -0.106 -0.144 0.200
H -0.030 -1.518 1.551 0.066 0.140 -0.099 0.202
H 2.037 -0.230 -0.115 -0.078 -0.056 -0.016 0.371
```
Positions in Å, forces in eV/Å.

Properties
total charge = 0
relative energy (zero: lowest compared OMol25 entry of this formula, charge and spin) = 43.8 kcal per mole
structure (SMILES) = C[C@@]1(C=O)CN1
DFT total energy = -7797.74389 eV
E_LUMO = 0.959 eV

***

Formula: C4H7NO
Source: OMol25
Level of theory: the ωB97M-V functional and the def2-TZVPD basis

Structure (XYZ):
```
13
Properties=species:S:1:pos:R:3:forces:R:3:nbo_charge:R:1
C 1.904 0.522 -0.086 -0.016 -3.925 4.609 -0.136
O 1.572 -0.832 -0.458 1.203 -0.436 2.030 -0.479
C 0.656 -0.265 0.506 1.133 5.223 -6.026 0.035
C -0.473 0.089 -0.517 2.683 -2.944 0.199 -0.102
C -1.709 -0.613 -0.016 -2.298 -8.105 -3.538 -0.235
N -1.647 0.700 -0.209 -1.697 7.219 4.570 -0.571
H 2.060 1.266 -0.770 -0.709 1.649 -2.106 0.188
H 2.713 0.519 0.682 -0.312 0.011 -0.739 0.164
H 0.546 -0.208 1.577 0.246 -1.335 0.232 0.216
H -0.053 0.207 -1.575 -0.967 -0.656 1.631 0.220
H -1.765 -1.208 0.932 0.517 1.175 -0.570 0.198
H -2.325 -1.308 -0.848 1.297 2.174 2.091 0.168
H -1.480 1.131 0.782 -1.081 -0.048 -2.383 0.336
```
Positions in Å, forces in eV/Å.

Properties
total charge = 0
relative energy (zero: lowest compared OMol25 entry of this formula, charge and spin) = 140.1 kcal per mole
structure (SMILES) = C1O[C@@H]1[C@H]1CN1
DFT total energy = -7793.56871 eV
E_LUMO = 0.958 eV